Density functional theory data (ωB97M-V/def2-TZVPD) for 5 unconnected molecules or ions with the total composition C4H16NO6.

Structure (XYZ):
```
27
Properties=species:S:1:pos:R:3:forces:R:3
C -1.97388 1.31031 -0.29181 -0.089 -0.978 0.035
C -0.64973 1.99769 -0.13362 0.128 0.987 -1.010
C 0.09943 1.98116 -1.52570 0.700 -0.121 0.727
C 1.30754 1.03230 -1.42230 -0.186 -0.763 -1.772
O 0.99778 -0.17662 -1.76543 0.060 0.505 0.892
O 2.43942 1.44003 -1.14235 -0.266 0.184 0.434
N 0.11708 1.49798 1.01086 0.222 0.606 -0.256
H -2.49041 1.13170 0.65764 0.104 0.115 -0.044
H -1.74708 0.34304 -0.77010 -0.440 0.089 0.157
H -2.62925 1.86714 -0.96063 -0.001 -0.018 -0.042
H -0.83331 3.08054 -0.00955 0.033 -0.413 0.697
H -0.48224 1.58672 -2.35903 -0.368 0.158 0.225
H 0.41423 3.00261 -1.75300 0.173 -0.124 -0.054
H 0.30903 0.50477 0.94648 -0.435 -0.207 -0.129
H 1.05102 1.89334 0.91130 -0.023 0.089 0.256
H -1.96484 -1.62745 1.24672 -0.345 0.282 -0.783
H -3.04891 -1.51807 2.42199 0.074 0.149 -0.676
O -2.15121 -1.74651 2.16828 0.141 -0.463 1.382
H 1.48986 -0.85845 -0.02121 0.465 -0.759 0.168
H 1.90241 -2.16045 -0.51397 0.098 -0.177 0.084
O 1.79011 -1.73223 0.34208 -0.451 0.675 -0.125
H -0.62869 -2.59177 -2.59317 0.006 0.006 -0.056
H -0.63075 -1.43627 -1.62966 0.140 0.185 -0.348
O -1.23013 -2.09050 -2.03685 0.014 0.007 0.313
H -0.69047 -1.73752 3.48146 0.845 0.098 0.101
H 0.67001 -1.84844 2.82892 0.066 0.083 0.295
O 0.26794 -1.71384 3.70345 -0.664 -0.194 -0.472
```
Positions in Å, forces in eV/Å.

Results
maximum force = 1.9 eV Å⁻¹
net charge = -1
energy = -668.2898 Ha
frontier orbital gap = 8.28 eV

=====

Density functional theory data (ωB97M-V/def2-TZVPD) for 2 unconnected molecules or ions with the total composition C4H12.

Structure (XYZ):
```
16
Properties=species:S:1:pos:R:3:forces:R:3
C -1.52487 -1.17190 -0.38800 -1.266 0.013 0.340
C -2.72713 -1.28966 0.59366 0.295 0.755 -0.448
H -0.59433 -1.18075 0.16513 0.186 0.080 -0.204
H -1.56915 -2.01120 -1.07824 0.346 -0.041 -0.032
H -1.64678 -0.26101 -0.97084 0.397 0.038 -0.068
H -3.49084 -1.92510 0.16194 0.013 -0.599 0.390
H -2.36879 -1.56488 1.58074 -0.357 -0.548 0.037
H -3.26363 -0.34892 0.73102 0.315 0.249 -0.026
C 2.01903 0.51922 0.20689 1.527 0.434 -0.188
C 2.24692 1.94663 -0.39806 -2.430 -1.618 0.127
H 2.58602 0.50398 1.14195 -0.336 -0.161 0.181
H 1.03266 0.11627 0.39008 -0.297 0.417 -0.216
H 2.57388 -0.16653 -0.43896 -0.259 -0.247 0.024
H 1.94749 1.94331 -1.44618 0.904 -0.148 -0.338
H 3.27742 2.13283 -0.16341 0.230 0.975 -0.367
H 1.47236 2.62760 -0.03815 0.730 0.404 0.787
```
Positions in Å, forces in eV/Å.

Results
maximum force = 2.9 eV Å⁻¹
SMILES = CC.CC
energy = -159.5631 Ha
frontier orbital gap = 12.70 eV

=====

Density functional theory data (ωB97M-V/def2-TZVPD) for C7H12N2OP2 in the gas phase.

Structure (XYZ):
```
24
Properties=species:S:1:pos:R:3:forces:R:3
C 2.11724 -0.75482 0.05429 -0.454 1.205 -0.278
C -0.49015 -0.69992 -0.15604 4.525 3.196 -1.631
C -2.75293 -0.00450 -0.04876 -0.175 -0.331 2.347
C 3.54194 -1.12567 0.24446 -0.009 -4.010 -0.526
C -3.25128 0.46505 -1.31527 -1.263 1.211 -1.508
C -2.86993 -0.08404 2.33488 -3.082 1.855 2.274
C 2.94079 1.17220 -1.09735 3.307 4.051 -0.697
N -3.21155 0.35787 1.07069 0.066 0.940 -3.660
N 1.90481 0.34467 -0.71321 -2.804 -1.895 0.069
O -1.75389 -0.99131 -0.20261 -1.533 -1.171 0.912
P 0.77651 -1.59643 0.78579 -1.099 0.361 -1.243
P 0.32087 0.83941 -1.26862 -1.135 -3.388 2.662
H 4.12708 -0.41423 0.71155 1.171 1.678 0.873
H 4.00181 -1.37857 -0.77260 -0.463 0.273 1.393
H 3.65849 -2.05295 0.92788 -0.413 1.300 -1.285
H -2.49903 0.45030 -2.06907 0.942 0.221 -0.483
H -3.61207 1.48913 -1.17529 -0.016 -0.213 -0.184
H -4.05110 -0.10718 -1.80870 -0.007 -0.176 0.750
H -2.29457 -0.93528 2.33902 1.464 -2.083 0.439
H -3.94594 -0.23906 2.79071 2.278 -0.169 -0.162
H -2.43094 0.76551 2.91744 -0.157 -0.826 -0.397
H 2.61161 2.27509 -0.99519 0.448 -1.610 0.072
H 3.80268 1.03536 -0.38721 -0.777 0.487 -1.041
H 3.35957 1.18938 -2.16676 -0.815 -0.907 1.304
```
Positions in Å, forces in eV/Å.

Results
maximum force = 5.8 eV Å⁻¹
SMILES = C/N=C(/C)Oc1pc(C)n(C)p1
energy = -1141.2584 Ha
frontier orbital gap (alpha / beta) = 7.72 / 7.72 eV

=====

Density functional theory data (ωB97M-V/def2-TZVPD) for 2 unconnected molecules or ions with the total composition C2H5N3.

Structure (XYZ):
```
10
Properties=species:S:1:pos:R:3:forces:R:3
C -2.16281 -0.03878 -0.14247 3.144 0.426 -1.084
C 0.93723 -1.01259 -0.13789 -0.640 2.670 3.565
N -3.14791 -0.37737 0.32505 -2.108 -0.617 0.983
N 0.44902 1.40808 0.11414 -0.015 -3.640 -0.402
N 0.38311 0.24883 -0.53821 -1.505 3.870 0.240
H 0.33328 -1.69726 -0.62840 -1.632 -1.622 -0.120
H 1.76164 -1.03701 -0.78554 2.174 -0.032 -0.286
H 1.05963 -1.06695 1.01391 0.148 -0.575 -2.097
H -0.07360 2.13841 -0.38197 0.366 -0.410 0.368
H 0.46041 1.43466 1.16140 0.069 -0.071 -1.166
```
Positions in Å, forces in eV/Å.

Results
maximum force = 4.5 eV Å⁻¹
energy = -243.2755 Ha
frontier orbital gap (alpha / beta) = 7.04 / 7.01 eV

=====

Density functional theory data (ωB97M-V/def2-TZVPD) for 2 unconnected molecules or ions with the total composition CH5O3P.

Structure (XYZ):
```
10
Properties=species:S:1:pos:R:3:forces:R:3
C -1.74405 0.52622 -0.35338 -0.248 0.220 0.088
O 2.35338 1.13093 0.56003 -0.028 1.056 0.343
O 2.35045 -1.32324 0.29602 0.163 -0.056 -0.883
O -0.72172 -0.43578 -0.45533 0.459 -0.418 0.018
P 2.51075 0.10964 -0.46427 -0.260 -1.240 0.393
H -1.74852 1.00322 0.63224 -0.042 0.053 -0.091
H -2.72678 0.08431 -0.54557 -0.004 0.097 -0.012
H -1.53717 1.27862 -1.11207 -0.085 0.034 0.053
H -0.86579 -1.11583 0.21029 0.032 0.033 -0.089
H 2.12946 -1.25808 1.23205 0.014 0.221 0.180
```
Positions in Å, forces in eV/Å.

Results
maximum force = 1.3 eV Å⁻¹
SMILES = O=PO.CO
energy = -608.1989 Ha
frontier orbital gap = 10.83 eV

=====

Density functional theory data (ωB97M-V/def2-TZVPD) for a molecular structure, C20H44NOP3PrSe.

Structure (XYZ):
```
71
Properties=species:S:1:pos:R:3:forces:R:3
Pr 0.48204 -0.10373 -0.05004 -2.113 0.410 1.986
P -1.62045 -0.65578 2.16166 -0.474 -0.376 1.201
P 1.06740 -2.80159 -0.15777 0.506 -1.161 -0.293
P -2.20675 -0.88721 -1.17768 -0.745 -0.249 -0.861
H -0.17756 3.55966 -0.63397 -0.358 -0.042 0.089
C -1.22834 3.26285 -0.71717 -0.293 -0.779 0.916
C -1.96893 3.01938 0.38709 0.844 -0.287 -0.681
H -1.50926 3.01747 1.37879 -0.203 0.432 -0.208
C -1.10490 -0.14013 3.84925 0.231 0.285 0.011
C -1.94755 -2.42854 2.54893 0.131 -0.034 -0.288
C -3.32997 0.01479 2.23543 -0.026 0.200 -0.340
C 2.15419 -2.93246 -1.63651 -0.195 0.247 0.122
C 2.19820 -3.25733 1.20073 -0.039 0.207 0.140
C -0.03344 -4.23239 -0.30839 -0.212 0.046 0.007
C -3.51602 0.35771 -1.48754 0.136 0.328 0.151
C -3.26389 -2.32843 -0.74911 0.222 -0.090 0.151
C -1.80762 -1.33006 -2.91337 0.237 -0.013 -0.108
H -1.62159 3.12398 -1.72505 -0.041 0.417 0.229
H -3.02992 2.77651 0.34359 0.239 0.040 -0.102
H -0.75783 0.90084 3.83245 0.004 -0.214 0.147
H -0.31874 -0.79657 4.24360 -0.089 0.204 -0.111
H -1.96796 -0.20492 4.52504 0.255 -0.019 -0.151
H -0.99548 -2.93425 2.75841 -0.243 0.001 -0.062
H -2.46438 -2.92977 1.72309 0.193 0.036 0.236
H -2.57839 -2.49432 3.44399 0.134 0.057 -0.169
H -3.29496 1.10634 2.13688 -0.134 -0.229 -0.019
H -3.75862 -0.22988 3.21458 0.120 -0.001 -0.210
H -3.98471 -0.40692 1.46452 0.188 0.193 0.138
H 2.63854 -3.91515 -1.58720 0.023 0.236 -0.260
H 2.90730 -2.13158 -1.64328 -0.025 -0.312 0.053
H 1.56083 -2.82571 -2.55442 0.142 -0.211 0.189
H 2.76026 -4.14098 0.86411 -0.066 0.220 0.410
H 1.62080 -3.46459 2.11380 0.191 -0.174 -0.291
H 2.88660 -2.43053 1.43357 -0.020 -0.347 -0.215
H 0.60976 -5.11625 -0.42997 -0.402 0.095 0.028
H -0.69732 -4.10778 -1.17542 0.317 -0.182 0.152
H -0.66468 -4.31895 0.58716 0.278 -0.121 -0.214
H -4.07192 0.04467 -2.38097 0.070 0.119 0.255
H -3.07205 1.34685 -1.65415 -0.243 -0.262 -0.037
H -4.20598 0.41405 -0.63650 0.186 0.053 -0.216
H -3.92467 -2.52677 -1.60463 0.151 0.042 0.244
H -3.88041 -2.12368 0.13394 0.149 -0.099 -0.237
H -2.64132 -3.21162 -0.56155 -0.295 0.145 -0.049
H -2.75226 -1.43158 -3.46657 0.362 -0.051 0.033
H -1.26147 -2.28335 -2.94952 -0.116 0.211 -0.082
H -1.18877 -0.54636 -3.37439 -0.316 -0.286 0.019
C 1.48318 2.37088 -3.79998 -0.140 0.871 -0.257
C 1.02261 3.65578 -3.47207 -0.238 -0.008 0.304
C 1.15558 4.70900 -4.39696 0.115 -0.469 0.131
C 1.73988 4.46441 -5.65126 -0.154 -0.205 0.454
C 2.16985 3.17238 -5.97853 -0.270 0.355 0.383
C 2.04404 2.13138 -5.05935 0.065 -0.564 0.502
Se 1.26059 0.82503 -2.55203 0.654 1.611 -0.104
H 1.62958 1.36067 -1.08275 0.712 0.714 -2.400
H 0.55127 3.83266 -2.49971 0.292 0.070 -0.560
H 0.79895 5.71624 -4.12958 0.230 -0.648 -0.137
H 1.85061 5.28601 -6.36055 -0.023 -0.310 0.172
H 2.60873 2.97785 -6.94907 -0.015 -0.054 0.078
H 2.37991 1.13138 -5.30364 0.112 0.070 -0.169
C 3.09437 2.27010 3.49901 0.148 0.272 0.047
N 2.82481 0.84569 3.74284 -0.712 -0.686 -1.229
C 3.37150 0.24223 4.95038 0.082 -0.399 0.603
C 2.17600 0.07419 2.90208 0.477 1.036 0.476
O 1.74532 0.48224 1.76570 -0.230 -0.554 -0.079
H 4.17531 2.40330 3.31297 -0.499 -0.059 -0.016
H 2.84420 2.81111 4.42576 0.009 -0.126 -0.447
H 2.50277 2.64836 2.64871 0.329 -0.270 0.501
H 2.56640 -0.06594 5.62575 0.162 0.221 -0.024
H 3.96435 -0.64172 4.69827 0.040 0.262 0.075
H 3.99771 0.98722 5.43417 0.019 -0.188 0.105
H 2.00465 -0.96645 3.22437 0.172 0.376 -0.113
```
Positions in Å, forces in eV/Å.

Results
maximum force = 2.9 eV Å⁻¹
net charge = +3
energy = -4860.0204 Ha
frontier orbital gap (alpha / beta) = 7.14 / 7.31 eV
multiplicity = 3
expectation value of S² = 2.0033